Formula: C25H28FN4OPtS2
Source: OMol25
Level of theory: ωB97M-V/def2-TZVPD

Calculated values
Molecular weight (g mol⁻¹): 678.74
Largest force on an atom (eV Å⁻¹): 0.92
E_LUMO (eV): -3.28
Frontier orbital gap (eV): 7.69
Electronic energy (Ha): -2279.10424

The geometry in ORCA input format:
```
! wB97M-V def2-TZVPD RIJCOSX def2/J DEFGRID3
* xyz 1 1
Pt -0.2908 -0.2421 -0.1286
C 0.3057 3.0016 2.6886
C 0.3148 1.6269 2.0924
N -0.1317 1.4733 0.8816
N -0.5520 2.6170 0.2060
C -1.2856 2.4253 -0.8286
S -1.8057 0.8818 -1.4645
S -1.8065 3.7953 -1.7836
C -0.4415 4.9649 -1.4673
C 0.8771 4.4221 -1.9439
C 1.1575 4.3583 -3.3066
C 2.3485 3.8130 -3.7593
C 3.2831 3.3292 -2.8521
C 3.0226 3.4077 -1.4911
C 1.8240 3.9472 -1.0401
C 0.8331 0.5038 2.8721
C 0.8801 0.6235 4.2718
C 1.3872 -0.3769 5.0681
C 1.8951 -1.5278 4.4697
C 1.8587 -1.6813 3.1001
C 1.3087 -0.6938 2.2766
O 1.3040 -0.9073 0.9653
H 0.5527 3.7401 1.9316
H 1.0021 3.0747 3.5161
H -0.7007 3.2409 3.0415
H -0.4250 5.2318 -0.4139
H -0.7437 5.8420 -2.0405
H 0.4337 4.7364 -4.0191
H 2.5540 3.7766 -4.8209
H 4.2197 2.9173 -3.2047
H 3.7645 3.0712 -0.7767
H 1.6300 4.0235 0.0221
H 0.4884 1.5147 4.7424
H 1.3940 -0.2671 6.1430
H 2.3121 -2.3155 5.0836
H 2.2438 -2.5744 2.6263
N 1.4767 0.2929 -1.4994
C 1.7276 -0.9633 -2.2279
C 0.4137 -1.6102 -2.6193
N -0.3760 -1.9134 -1.3861
H 1.3740 1.1060 -2.1014
H 2.2301 0.4732 -0.8445
H 2.2665 -1.6250 -1.5468
H 2.3498 -0.8197 -3.1122
H 0.5713 -2.5187 -3.2001
H -0.1857 -0.9169 -3.2096
H -0.0230 -2.7470 -0.9202
H -1.3420 -2.1048 -1.6427
F -6.9153 0.0634 0.1263
C -5.6441 -0.2442 0.4194
C -4.9184 0.6153 1.2236
C -3.6026 0.2972 1.5109
C -3.0161 -0.8594 1.0008
C -1.5767 -1.1375 1.2396
C -3.7894 -1.7150 0.2197
C -5.1090 -1.4152 -0.0806
H -5.3888 1.5088 1.6101
H -3.0185 0.9597 2.1401
H -1.3423 -2.1960 1.1241
H -1.2433 -0.7529 2.1980
H -3.3663 -2.6480 -0.1395
H -5.7248 -2.0732 -0.6780
*
```